[1]
The following is a quantum chemistry calculation of a molecular structure, C28H36N4O2P2Pb, from the Open Molecules 2025 dataset.

Calculated values
- Net charge: +2
- Relative energy (zero: lowest compared OMol25 entry of this formula, charge and spin): 0.0000 eV

Geometry (Å):
1 Pb 0.133 -2.477 -3.379
2 P -2.084 -0.754 -7.013
3 P 1.325 -1.353 -7.033
4 O -0.455 -1.338 -1.439
5 O -1.786 -3.115 -1.829
6 N -3.680 -1.158 -7.708
7 N -2.178 0.980 -7.497
8 N 2.205 -2.559 -8.112
9 N 2.615 -0.150 -7.226
10 C -1.515 -2.042 -1.183
11 C 2.491 -3.853 -7.666
12 C -2.206 1.621 -8.750
13 C -1.975 2.981 -8.578
14 C -1.018 3.358 -0.719
15 C -1.486 2.508 -1.629
16 C 0.452 1.454 -2.953
17 C -4.522 -0.537 -8.640
18 C -1.746 3.199 -7.184
19 C 0.870 4.490 -2.098
20 C -4.177 -2.462 -7.510
21 C 0.299 4.037 -0.719
22 C 3.587 0.062 -6.238
23 C 3.019 0.543 -8.372
24 C 4.205 1.214 -8.099
25 C 0.338 -0.612 -8.410
26 C 1.776 -3.660 -2.016
27 C -0.883 2.242 -2.973
28 C 2.448 -2.532 -9.489
29 C 1.899 3.513 -2.616
30 C -5.334 -2.627 -8.258
31 C 1.701 2.271 -3.076
32 C 2.797 -3.809 -9.920
33 C 2.843 -4.645 -8.759
34 C -1.867 1.971 -6.546
35 C -1.079 -1.205 -8.512
36 C -5.553 -1.408 -8.978
37 C 4.569 0.904 -6.750
38 H 0.288 0.471 -8.234
39 H 1.050 3.375 -0.214
40 H -1.049 -2.307 -8.548
41 H -1.561 -0.853 -9.451
42 H 4.732 1.849 -8.804
43 H 2.361 -1.619 -10.064
44 H 0.054 4.676 -2.798
45 H -1.791 1.707 -5.495
46 H -1.506 4.144 -6.705
47 H -2.385 1.917 -1.412
48 H -2.430 1.077 -9.658
49 H 3.091 -5.698 -8.739
50 H 2.432 0.508 -9.281
51 H -1.974 3.732 -9.362
52 H 5.446 1.255 -6.222
53 H -0.769 3.166 -3.563
54 H -1.603 1.618 -3.528
55 H 2.464 -2.856 -1.618
56 H -1.683 3.607 0.121
57 H -5.949 -3.514 -8.288
58 H -4.348 0.473 -8.977
59 H 2.549 1.787 -3.578
60 H 3.494 -0.419 -5.271
61 H 0.194 4.919 -0.036
62 H 2.975 -4.101 -10.948
63 H -6.366 -1.208 -9.665
64 H 2.226 -4.131 -2.939
65 H 0.811 -0.748 -9.390
66 H -3.665 -3.133 -6.841
67 H 1.353 5.469 -1.922
68 H 2.935 3.944 -2.608
69 H 0.450 0.794 -2.069
70 H -2.171 -1.706 -0.359
71 H 0.449 0.719 -3.805
72 H 1.803 -4.461 -1.234
73 H 2.435 -4.101 -6.615

Force components x, y, z for each atom (eV/Å):
0.21 -1.30 2.51
-2.22 1.96 -3.05
2.50 1.68 -2.46
-1.51 -0.22 -0.07
0.84 2.55 0.61
0.17 -1.19 0.49
0.84 0.44 0.97
-0.29 -1.41 0.52
0.02 -0.23 1.02
0.75 -1.51 -1.10
-0.56 2.14 -0.41
0.14 0.50 0.58
-0.01 -1.17 0.33
1.39 2.46 2.62
-0.87 -2.60 -3.19
0.50 -1.02 -0.53
-0.50 -0.54 -0.07
-0.05 -0.87 0.36
0.37 -0.15 0.39
-0.76 0.64 -0.54
-0.37 0.73 1.15
0.46 0.62 -0.74
0.58 0.27 0.31
-0.92 -0.74 0.06
-0.99 -0.40 -0.13
0.69 0.25 -1.23
-1.34 -0.04 -0.48
-0.48 0.25 1.45
0.86 0.49 -0.55
0.98 0.44 0.31
0.43 0.56 0.44
0.38 -2.10 1.41
0.28 0.46 -2.75
-0.11 0.34 -0.89
0.18 -0.27 -0.06
1.18 0.21 0.66
-0.92 -0.64 0.17
-0.03 -0.16 0.09
-0.47 0.31 -0.28
0.00 0.20 -0.12
0.16 -0.31 0.81
-0.11 -0.19 0.25
0.07 -0.25 0.11
0.20 0.05 0.09
-0.04 0.07 -0.43
-0.15 -0.25 -0.13
0.34 0.24 0.20
0.07 0.14 0.21
0.02 0.14 0.05
0.22 0.26 0.29
-0.02 -0.24 0.17
-0.17 -0.07 -0.06
0.03 -0.37 0.28
0.20 0.26 0.37
-0.60 -0.63 -0.70
0.23 -0.09 -0.28
0.10 0.08 0.03
-0.11 -0.17 0.19
-0.30 0.01 0.45
0.05 0.12 -0.15
0.13 -0.75 -0.45
0.12 0.05 0.23
0.18 0.08 0.16
0.27 0.38 1.00
-0.02 0.13 0.49
-0.10 -0.05 0.08
-0.23 -0.53 -0.06
-1.03 -0.63 -0.37
0.23 0.31 -0.15
0.20 -0.20 -0.25
-0.29 0.76 0.52
-0.97 0.73 -0.68
-0.08 -0.01 -0.10

Listed below, in e, are the Löwdin charges computed for each atom: Pb 1.22; P 1.08; P 1.10; O -0.30; O -0.16; N -0.28; N -0.26; N -0.18; N -0.29; C -0.49; C 0.00; C -0.16; C -0.06; C 0.06; C 0.07; C -0.16; C -0.13; C -0.09; C -0.15; C -0.17; C -0.12; C -0.15; C -0.14; C -0.05; C -0.42; C -0.31; C -0.14; C 0.01; C -0.09; C -0.08; C -0.09; C 0.03; C 0.03; C -0.16; C -0.40; C -0.07; C -0.07; H 0.08; H 0.17; H 0.08; H 0.09; H 0.11; H 0.13; H 0.11; H 0.06; H 0.10; H 0.16; H 0.10; H 0.13; H 0.10; H 0.11; H 0.11; H 0.13; H 0.10; H -0.02; H 0.16; H 0.10; H 0.09; H 0.11; H 0.10; H 0.14; H 0.13; H 0.10; H -0.07; H 0.06; H 0.09; H 0.13; H 0.13; H 0.10; H 0.14; H 0.09; H 0.00; H 0.13

[2]
The following is a quantum chemistry calculation of a molecular structure, C28H36N4PdSSe, from the Open Molecules 2025 dataset.

Calculated values
- Relative energy (zero: lowest compared OMol25 entry of this formula, charge and spin): 0.0000 eV

Geometry (Å):
1 Pd -0.290 -0.115 -0.452
2 Se -0.690 4.396 0.144
3 S 0.255 -2.476 0.224
4 N 1.780 0.745 -0.631
5 N -1.061 1.781 -1.073
6 N 0.005 0.735 1.636
7 N -2.110 -1.861 -1.175
8 C 5.521 0.240 0.814
9 C 1.946 1.509 0.448
10 C 0.236 -0.179 -3.368
11 C -1.131 -2.106 -0.585
12 C 4.774 0.323 -3.515
13 C 0.921 1.877 -4.659
14 C -2.906 0.515 1.440
15 C 3.496 0.711 -3.884
16 C 2.480 0.797 -2.950
17 C 4.336 -0.467 0.156
18 C -0.868 0.592 5.199
19 C -2.230 0.815 5.138
20 C 1.074 1.524 1.530
21 C -2.140 0.633 2.737
22 C -3.664 1.799 1.097
23 C 1.058 1.124 -3.339
24 C 1.331 -0.048 4.306
25 C 2.363 1.076 4.495
26 C -0.928 2.837 -0.585
27 C -2.861 0.773 3.908
28 C -0.717 0.590 2.791
29 C 1.816 -1.071 3.282
30 C -0.091 0.430 4.061
31 C 4.568 -1.980 0.079
32 C 5.021 -0.040 -2.205
33 C -3.870 -0.674 1.488
34 C 4.043 0.056 -1.227
35 C 2.762 0.542 -1.581
36 H -0.113 2.186 -4.799
37 H 1.274 -0.576 5.266
38 H -2.195 0.311 0.611
39 H -0.393 0.520 6.168
40 H 5.349 1.313 0.868
41 H -4.096 1.710 0.102
42 H 3.686 -2.472 -0.327
43 H -4.312 -0.819 0.505
44 H 4.755 -2.382 1.072
45 H 3.152 0.737 5.163
46 H 5.563 0.281 -4.250
47 H 1.996 -0.617 2.312
48 H 5.994 -0.422 -1.937
49 H 1.252 2.246 2.322
50 H -2.992 2.655 1.103
51 H -0.835 0.043 -3.314
52 H -3.935 0.853 3.862
53 H 6.440 0.072 0.258
54 H -3.343 -1.585 1.761
55 H 2.829 1.352 3.553
56 H 0.534 -0.835 -2.527
57 H 3.459 -0.309 0.787
58 H 0.426 -0.733 -4.285
59 H 1.901 1.957 4.934
60 H 1.205 1.257 -5.507
61 H 3.305 0.957 -4.917
62 H -4.464 1.989 1.809
63 H 1.544 2.769 -4.645
64 H 1.080 -1.863 3.156
65 H -4.671 -0.512 2.205
66 H -2.803 0.958 6.041
67 H 5.656 -0.138 1.825
68 H 5.415 -2.219 -0.558
69 H 2.797 2.187 0.476
70 H 2.748 -1.516 3.627
71 H 0.647 1.770 -2.554

Force components x, y, z for each atom (eV/Å):
0.14 0.17 -0.23
0.19 0.68 0.31
0.18 1.47 -0.20
-0.93 1.38 3.48
0.18 -1.67 0.11
3.28 1.22 -1.49
-0.09 0.49 -0.12
-0.27 -0.05 0.01
1.54 -1.34 -4.92
0.11 0.13 0.20
-0.80 -1.57 -0.25
-0.03 -0.07 0.17
0.05 -0.03 0.29
0.03 -0.05 -0.44
0.11 -0.03 0.10
-0.38 0.02 0.40
0.17 -0.14 0.11
-0.15 -0.01 0.02
0.01 -0.03 -0.17
-4.62 -1.13 2.91
0.48 -0.12 -0.51
0.34 -0.06 -0.09
-0.19 0.13 0.01
0.26 0.07 -0.15
-0.14 -0.17 0.16
0.06 -0.17 -0.06
0.13 0.00 0.29
-0.86 0.45 1.62
-0.01 -0.06 0.23
-0.06 0.20 -0.22
-0.16 0.15 0.14
0.04 0.00 -0.26
0.24 0.07 -0.03
-0.66 0.30 0.30
1.54 0.18 -1.29
-0.06 -0.01 -0.02
-0.04 0.09 -0.15
-0.59 0.25 0.64
0.10 -0.08 0.06
0.04 0.13 0.01
-0.09 0.03 -0.08
-0.06 -0.11 -0.08
-0.06 -0.04 -0.09
0.06 -0.09 0.13
0.13 0.01 0.02
0.05 -0.04 -0.06
0.05 -0.12 -0.03
0.13 0.00 0.06
0.19 -0.10 0.05
-0.03 0.11 -0.01
0.15 -0.13 0.03
-0.13 0.01 -0.07
0.12 -0.01 -0.04
0.01 -0.14 0.01
0.06 0.08 -0.13
-0.24 0.12 -0.45
0.15 -0.06 -0.03
0.09 -0.06 -0.11
0.04 0.11 0.04
0.03 -0.03 -0.12
-0.12 0.03 -0.06
-0.10 -0.02 0.11
0.03 0.11 -0.12
-0.01 -0.09 -0.06
-0.11 0.03 0.11
-0.05 0.01 0.10
0.10 -0.02 0.11
0.11 -0.03 -0.05
0.16 -0.16 0.12
0.09 -0.05 0.00
0.08 -0.17 -0.26

Listed below, in e, are the Löwdin charges computed for each atom: Pd 0.73; Se 0.61; S 0.68; N 0.07; N -0.01; N 0.07; N 0.12; C -0.05; C -0.09; C -0.08; C -1.02; C -0.05; C -0.07; C -0.39; C -0.02; C -0.12; C -0.39; C -0.04; C -0.05; C -0.13; C -0.11; C -0.06; C -0.38; C -0.36; C -0.06; C -0.98; C -0.03; C -0.15; C -0.07; C -0.12; C -0.05; C -0.04; C -0.07; C -0.13; C -0.16; H 0.08; H 0.13; H 0.05; H 0.12; H 0.08; H 0.09; H 0.07; H 0.08; H 0.08; H 0.08; H 0.11; H 0.03; H 0.11; H 0.13; H 0.04; H 0.07; H 0.11; H 0.08; H 0.08; H 0.06; H 0.04; H 0.09; H 0.09; H 0.08; H 0.07; H 0.11; H 0.08; H 0.09; H 0.07; H 0.07; H 0.11; H 0.08; H 0.08; H 0.15; H 0.09; H 0.09

[3]
The following is a quantum chemistry calculation of 8 unconnected molecules or ions with the total composition C28H36N7O, from the Open Molecules 2025 dataset.

Calculated values
- 2S+1: 2
- Expectation value of S²: 0.76
- Electronic energy: -1546.89464 hartree

Geometry (Å):
1 O -19.323 25.840 3.561
2 N -19.051 29.696 6.068
3 N -20.825 24.433 5.494
4 N -17.596 25.167 1.453
5 N -17.684 27.939 3.744
6 N -20.040 27.286 1.353
7 N -20.779 23.990 2.140
8 N -17.502 24.417 5.313
9 C -20.785 28.375 1.700
10 C -15.852 29.189 4.269
11 C -21.836 24.166 1.326
12 C -20.478 22.662 2.244
13 C -16.987 26.149 0.695
14 C -22.202 24.366 5.147
15 C -20.682 30.728 7.241
16 C -17.300 24.741 6.671
17 C -16.243 25.493 -0.307
18 C -21.203 28.989 0.534
19 C -16.602 28.028 4.609
20 C -19.309 30.744 6.966
21 C -22.228 22.925 0.828
22 C -16.417 29.759 3.121
23 C -16.318 22.762 6.255
24 C -21.303 22.025 1.327
25 C -20.731 24.106 6.816
26 C -16.425 24.100 -0.115
27 C -17.255 23.933 1.004
28 C -20.253 29.081 5.839
29 C -20.008 27.208 -0.022
30 C -21.334 29.685 6.531
31 C -22.911 23.966 6.261
32 C -16.645 23.659 7.240
33 C -16.862 23.241 5.112
34 C -17.586 28.992 2.933
35 C -21.967 23.846 7.326
36 C -20.578 28.312 -0.541
37 H -15.729 21.857 6.289
38 H -22.499 24.654 4.149
39 H -23.985 24.034 6.350
40 H -20.936 28.552 2.755
41 H -22.310 25.121 1.152
42 H -14.958 29.478 4.802
43 H -15.985 30.539 2.512
44 H -22.391 29.498 6.645
45 H -20.213 28.266 5.132
46 H -18.297 29.096 2.127
47 H -20.096 24.782 4.888
48 H -19.521 26.376 -0.508
49 H -15.580 25.913 -1.048
50 H -20.244 25.933 3.872
51 H -16.012 23.331 -0.751
52 H -18.418 27.245 3.764
53 H -18.025 24.955 4.637
54 H -17.642 23.010 1.410
55 H -16.533 27.305 5.409
56 H -19.797 24.221 7.345
57 H -19.585 22.329 2.751
58 H -21.120 31.432 7.933
59 H -16.353 23.478 8.263
60 H -17.262 27.180 0.859
61 H -20.678 28.624 -1.570
62 H -22.122 23.602 8.367
63 H -21.330 20.973 1.084
64 H -20.208 24.732 2.519
65 H -21.832 29.855 0.392
66 H -18.145 25.302 2.291
67 H -19.609 26.662 2.019
68 H -17.736 25.621 7.121
69 H -18.191 29.572 5.553
70 H -23.136 22.768 0.265
71 H -18.475 31.343 7.299
72 H -16.857 22.817 4.118

Force components x, y, z for each atom (eV/Å):
-0.15 0.82 0.63
-1.54 1.40 1.45
-2.47 -0.38 0.15
0.53 -0.01 -0.22
2.80 2.23 1.12
-0.47 0.32 -1.32
0.06 -0.03 0.27
1.10 0.29 2.18
-0.29 0.08 0.05
0.33 0.18 -0.71
-1.15 -0.35 -0.78
0.27 -0.05 -1.56
0.38 -1.10 -0.64
1.44 0.04 0.46
1.58 0.66 0.29
-0.50 -0.75 -0.58
-0.57 0.31 1.13
0.52 0.76 0.46
-1.41 -0.08 -0.51
-0.62 -0.79 -0.62
-0.14 1.98 0.18
1.08 -0.90 2.32
0.28 -1.14 -1.23
0.18 -1.73 0.99
0.67 0.55 0.15
-0.57 0.18 0.90
0.87 -0.11 -1.60
-1.31 -0.62 -0.73
1.66 -1.04 0.35
3.00 0.09 -0.28
0.47 1.06 -0.27
0.20 1.46 1.51
-0.47 -0.28 -2.14
-1.11 -0.47 -2.29
-0.06 -0.28 0.00
-1.43 0.49 -0.35
-0.16 0.05 0.30
-0.15 -0.23 0.08
0.04 -0.47 -0.08
-0.33 0.28 -0.10
0.26 0.10 0.14
-0.01 0.04 -0.17
-0.45 0.07 0.08
0.26 -0.51 -0.49
-0.47 -0.17 0.10
-0.28 0.13 0.02
0.11 -0.59 0.37
0.10 0.12 0.06
-0.30 0.26 0.02
0.67 0.49 -0.34
-0.05 -0.05 0.22
-1.43 -1.73 -0.11
-0.26 0.05 -0.15
-0.06 0.26 0.16
0.38 -0.01 0.06
0.00 -0.32 -0.13
-0.22 -0.03 0.12
-0.15 -0.09 -0.06
-0.18 0.57 0.13
0.31 -0.08 -0.13
0.03 -0.39 -0.01
-0.26 -0.04 -0.13
0.21 -0.07 0.29
0.02 -0.09 0.23
0.09 0.03 0.40
-0.22 0.20 -0.03
-0.19 -0.36 0.21
-0.05 -0.09 -0.05
-0.44 -0.04 0.29
0.30 -0.19 -0.20
-0.34 0.15 0.13
0.08 -0.04 0.02

Listed below, in e, are the Löwdin charges computed for each atom: O -0.42; N 0.01; N 0.02; N 0.01; N 0.12; N 0.00; N 0.00; N 0.03; C -0.16; C -0.01; C -0.15; C -0.13; C -0.14; C -0.11; C -0.12; C -0.15; C -0.10; C -0.10; C 0.04; C -0.12; C -0.11; C 0.03; C -0.12; C -0.13; C -0.16; C -0.10; C -0.12; C -0.15; C -0.14; C -0.06; C -0.11; C -0.13; C -0.16; C -0.03; C -0.12; C -0.11; H 0.10; H 0.09; H 0.09; H 0.09; H 0.11; H 0.12; H 0.13; H 0.10; H 0.08; H 0.13; H 0.05; H 0.11; H 0.09; H 0.01; H 0.09; H 0.06; H 0.07; H 0.10; H 0.13; H 0.09; H 0.10; H 0.09; H 0.10; H 0.08; H 0.10; H 0.09; H 0.09; H 0.05; H 0.09; H 0.06; H 0.05; H 0.10; H 0.09; H 0.09; H 0.10; H 0.10

What is the formula in the third record? C28H36N7O